# C5H21N2O5

A 5-piece molecular cluster, C5H21N2O5 overall at a distorted geometry (ωB97M-V/def2-TZVPD, the Open Molecules 2025 dataset).

Its LUMO energy is 3.379 eV. The charge is -1. As for the largest force on an atom: 1.53 eV Å⁻¹. The value obtained for the total energy is -688.87148 Eh.

CARTESIAN COORDINATES (ANGSTROEM)
1 C -1.4597 0.9756 0.6059
2 N -0.7428 1.4541 1.8080
3 C 0.7298 1.6053 1.6110
4 O 1.0547 2.5482 0.6428
5 C -1.5013 -0.5623 0.5684
6 C -0.2933 -1.1493 -0.1835
7 C 0.0496 -2.5522 0.2988
8 N -2.7689 -0.9571 -0.0828
9 H -2.4997 1.3033 0.6963
10 H -1.0768 1.3979 -0.3190
11 H -1.0914 2.3629 2.0841
12 H 1.0896 2.0213 2.5606
13 H 1.2236 0.6572 1.3923
14 H -1.5168 -0.9540 1.5956
15 H 0.5750 -0.5032 -0.0561
16 H -0.4524 -1.1357 -1.2687
17 H 0.4875 -2.5420 1.2933
18 H 0.8076 -3.0188 -0.3362
19 H -0.8106 -3.2154 0.2933
20 H -2.7743 -1.9618 -0.2267
21 H -2.8410 -0.5392 -1.0048
22 H -0.9090 0.2154 3.3598
23 H -0.0192 -0.9474 3.7828
24 O -0.7725 -0.4244 4.0968
25 H 1.6907 0.7489 -2.3001
26 H 2.2216 0.4938 -3.8469
27 O 2.2804 0.1021 -2.9511
28 H 1.2347 2.5888 -2.2122
29 H 1.0573 2.2083 -0.3900
30 O 0.9155 1.7980 -1.7470
31 H 0.8966 -2.6417 -2.9891
32 H 1.9145 -1.5665 -3.3473
33 O 1.6473 -2.5028 -3.5644

Here are the natural (NBO) charges for atoms 1 to 8, given in e: -0.25, -0.68, 0.10, -0.83, -0.06, -0.42, -0.61, -0.84



# C17H20Cl2N4O2Ti

C17H20Cl2N4O2Ti as an isolated structure at a distorted geometry (ωB97M-V/def2-TZVPD, the Open Molecules 2025 dataset).

The spin multiplicity is 5. Its LUMO energy (alpha / beta) is 0.142 / 0.312 eV. The charge is 0. As for the largest force on an atom: 9.56 eV Å⁻¹. As for the expectation value of S²: 6.02. The value obtained for the total energy is -2798.87313 Eh.

CARTESIAN COORDINATES (ANGSTROEM)
1 Ti -0.1204 0.0940 -0.5967
2 N 0.3958 -0.1887 1.5760
3 C 1.6090 0.0601 2.1208
4 C 2.2214 -0.6708 3.1147
5 C 1.4930 -1.7757 3.6293
6 C 0.2263 -2.0629 3.1171
7 C -0.3199 -1.1992 2.1469
8 H 2.0405 0.9099 1.6129
9 H 3.2248 -0.3663 3.3731
10 H 1.9732 -2.2813 4.4541
11 H -0.3441 -2.9401 3.3847
12 H -1.3096 -1.1772 1.7151
13 N -2.1299 1.5384 0.4162
14 C -3.4291 1.0645 0.3769
15 C -4.5043 1.3783 1.2687
16 C -4.2220 2.3951 2.2048
17 C -2.8919 2.9105 2.2878
18 C -1.9693 2.5073 1.3468
19 H -3.5388 0.3316 -0.4087
20 H -5.5077 0.9885 1.1820
21 H -4.8796 2.8877 2.9057
22 H -2.6419 3.7068 2.9731
23 H -0.9755 2.9170 1.4507
24 N 1.6456 1.3756 -1.6879
25 C 2.0887 2.6102 -1.1946
26 C 3.1017 3.3687 -1.7778
27 C 3.6733 2.8329 -2.8944
28 C 3.2482 1.6309 -3.5043
29 C 2.2978 0.9897 -2.8043
30 H 1.5235 3.0955 -0.4127
31 H 3.4468 4.3231 -1.4085
32 H 4.4030 3.4561 -3.3901
33 H 3.5921 1.3109 -4.4768
34 H 1.8509 0.1040 -3.2311
35 C -2.5128 -3.7813 -1.4975
36 N -2.8242 -2.3345 -1.5893
37 O -2.0877 -1.6466 -0.9527
38 O -3.8490 -1.9112 -2.1527
39 H -2.4306 -4.1015 -0.4589
40 H -1.5840 -3.8411 -2.0648
41 H -3.2969 -4.2456 -2.0957
42 C 2.7337 -2.9686 -1.7698
43 Cl 3.7250 -1.9919 -0.6388
44 Cl 1.0745 -2.5273 -1.3037
45 H 2.8736 -2.7617 -2.8308
46 H 2.9071 -4.0141 -1.5152

Here are the natural (NBO) charges for atoms 1 to 8, given in e: 0.99, -0.57, 0.03, -0.26, -0.16, -0.26, 0.04, 0.20



# C4H9NO

One molecule with the formula C4H9NO (ωB97M-V/def2-TZVPD, the Open Molecules 2025 dataset).

Its LUMO energy is 1.123 eV. The charge is 0. Its SMILES is CCO/C=N/C. As for the largest force on an atom: 0.61 eV Å⁻¹. The value obtained for the total energy is -287.77749 Eh.

CARTESIAN COORDINATES (ANGSTROEM)
1 C -2.6800 -0.2710 -0.0062
2 C -1.1762 -0.3358 -0.0568
3 O -0.6520 0.9263 0.3887
4 C 0.6934 0.9597 0.3279
5 N 1.3236 -0.0577 -0.0685
6 C 2.7542 -0.1279 -0.1561
7 H -3.0196 -0.0894 1.0165
8 H -3.0456 0.5306 -0.6531
9 H -3.0988 -1.2214 -0.3545
10 H -0.7696 -1.1348 0.5738
11 H -0.8029 -0.5336 -1.0673
12 H 1.0755 1.9366 0.6593
13 H 3.0119 -0.2618 -1.2125
14 H 3.0609 -1.0439 0.3602
15 H 3.3250 0.7240 0.2485

Here are the natural (NBO) charges for atoms 1 to 8, given in e: -0.63, -0.08, -0.50, 0.40, -0.52, -0.42, 0.21, 0.21



# H2O4S3

One molecule with the formula H2O4S3 at a distorted geometry (ωB97M-V/def2-TZVPD, the Open Molecules 2025 dataset).

Its LUMO energy is -0.607 eV. The charge is 0. As for the largest force on an atom: 4.17 eV Å⁻¹. The value obtained for the total energy is -1496.62887 Eh.

CARTESIAN COORDINATES (ANGSTROEM)
1 O -2.9323 0.7597 -0.0051
2 O -1.1690 -0.4807 -1.0249
3 O 1.7906 -0.2599 -0.8086
4 O 0.7814 0.1768 1.4449
5 S 1.8951 -0.7504 0.7808
6 S -0.8962 -0.2389 1.8790
7 S -1.5402 0.7324 -0.0059
8 H 2.3656 0.5480 -0.8070
9 H -0.2951 -0.4870 -1.4532

Here are the natural (NBO) charges for atoms 1 to 8, given in e: -0.91, -0.91, -0.88, -0.85, 0.81, 0.23, 1.48, 0.50



# C5H14N2O

One molecule with the formula C5H14N2O at a distorted geometry (ωB97M-V/def2-TZVPD, the Open Molecules 2025 dataset).

Its LUMO energy is 1.036 eV. The charge is 0. Its SMILES is C[C@H](O)CNCCN. As for the largest force on an atom: 6.57 eV Å⁻¹. The value obtained for the total energy is -383.56024 Eh.

CARTESIAN COORDINATES (ANGSTROEM)
1 C 0.9909 0.5561 1.3968
2 N 0.5798 -0.0678 0.1219
3 C -0.0726 0.8203 -0.9038
4 C -0.5106 -0.0239 -2.0283
5 C -1.2821 0.7604 -3.0997
6 O -1.4277 -1.0574 -1.6991
7 C 1.3153 -0.6934 2.3522
8 N 0.1759 -1.1309 3.2347
9 H 1.9691 0.9609 1.0337
10 H 0.2552 1.2851 1.8219
11 H -0.1838 -0.7457 0.3483
12 H -0.7347 1.5633 -0.3029
13 H 0.5823 1.5667 -1.3293
14 H 0.5124 -0.5790 -2.3708
15 H -1.0556 0.2410 -4.0047
16 H -0.9134 1.7605 -3.1393
17 H -2.3429 0.7256 -2.9621
18 H -1.6355 -1.1257 -0.8095
19 H 2.0811 -0.4138 3.1166
20 H 1.7660 -1.5893 1.7395
21 H -0.1775 -2.0751 3.4348
22 H 0.1085 -0.7378 4.0490

Here are the natural (NBO) charges for atoms 1 to 8, given in e: -0.24, -0.62, -0.26, 0.10, -0.62, -0.73, -0.23, -0.88



# C11H14N2O4

One molecule with the formula C11H14N2O4 at a distorted geometry (ωB97M-V/def2-TZVPD, the Open Molecules 2025 dataset).

Its LUMO energy is 0.170 eV. The charge is 0. Its SMILES is Cc1nc2n(c(=O)c1CC(=O)O)CCC[C@H]2O. As for the largest force on an atom: 5.43 eV Å⁻¹. The value obtained for the total energy is -837.99691 Eh.

CARTESIAN COORDINATES (ANGSTROEM)
1 O -0.2649 1.0217 -2.4661
2 O 3.9421 -1.6657 -3.0901
3 N 0.6248 -0.1489 1.3730
4 O 1.9666 -2.6836 -2.3078
5 O -1.9949 -0.7386 2.6256
6 C -0.0723 0.5747 -1.3120
7 C 2.7902 -1.5272 -2.5616
8 C -0.5499 0.4265 1.0637
9 C 1.5406 -0.3428 0.3837
10 C 1.2617 -0.0412 -0.9413
11 N -0.9478 0.7555 -0.2934
12 C 2.8498 -1.0802 0.7723
13 C 2.3310 -0.0764 -2.0541
14 C -1.5103 0.5449 2.2848
15 C -2.2872 1.1170 -0.5546
16 C -2.7329 1.4155 2.0559
17 C -3.2415 1.1350 0.6345
18 H 2.5730 -3.4023 -2.6813
19 H -1.2702 -1.3657 2.5127
20 H 2.5262 -2.1438 1.1229
21 H 3.6012 -1.1858 -0.0942
22 H 3.3285 -0.5852 1.7237
23 H 3.1502 0.4681 -1.7021
24 H 1.9852 0.3840 -2.9239
25 H -1.0108 1.2602 2.9720
26 H -2.3180 1.9046 -1.2648
27 H -2.5878 0.2819 -1.1489
28 H -2.4504 2.4687 2.0492
29 H -3.5810 1.2590 2.7482
30 H -3.9645 1.7955 0.2930
31 H -3.6868 0.1747 0.7810

Here are the natural (NBO) charges for atoms 1 to 8, given in e: -0.64, -0.61, -0.51, -0.70, -0.69, 0.63, 0.80, 0.46



# C2H7N3O3

A 2-piece molecular cluster, C2H7N3O3 overall at a distorted geometry (ωB97M-V/def2-TZVPD, the Open Molecules 2025 dataset).

Its LUMO energy is 0.562 eV. The charge is 0. Its SMILES is N[C@@H](O)NO.N=C=O. As for the largest force on an atom: 1.27 eV Å⁻¹. The value obtained for the total energy is -470.33994 Eh.

CARTESIAN COORDINATES (ANGSTROEM)
1 C -0.2114 1.2369 -0.5563
2 N 0.8468 0.2108 -0.4271
3 C 0.0805 -1.5925 1.3973
4 N -1.4394 0.6827 -1.0393
5 N 0.8887 -1.1382 2.1388
6 O 0.9507 -0.5960 -1.5983
7 O -0.3637 1.7961 0.7021
8 O -0.7283 -1.8685 0.6142
9 H 0.4782 -1.4150 -1.3790
10 H -0.7156 1.1252 1.2966
11 H 0.0783 2.0612 -1.2266
12 H -1.6999 -0.1377 -0.5018
13 H -1.3553 0.4197 -2.0130
14 H 1.7529 0.6578 -0.3135
15 H 1.4376 -1.4425 2.9059

Here are the natural (NBO) charges for atoms 1 to 8, given in e: 0.36, -0.39, 0.88, -0.85, -0.76, -0.60, -0.69, -0.56



# C53H50Br2ClN6O3P2Rb

C53H50Br2ClN6O3P2Rb as an isolated structure (ωB97M-V/def2-TZVPD, the Open Molecules 2025 dataset).

Its LUMO energy is 3.261 eV. The charge is -2. As for the largest force on an atom: 0.74 eV Å⁻¹. The value obtained for the total energy is -8919.12592 Eh.

CARTESIAN COORDINATES (ANGSTROEM)
1 Rb -0.4187 -0.6934 -1.6689
2 C 2.9448 2.9907 -3.2339
3 C 2.0028 1.9415 -3.1872
4 N 2.2585 0.7731 -2.6580
5 C 3.4948 0.5258 -2.1628
6 C 4.5073 1.5177 -2.1440
7 C 4.1809 2.7787 -2.6965
8 C 5.7870 1.2313 -1.6098
9 C 6.0310 -0.0385 -1.1445
10 C 5.0647 -1.0474 -1.1870
11 C 3.7645 -0.8225 -1.6747
12 N 2.7556 -1.6979 -1.6494
13 C 2.9224 -3.0291 -1.7617
14 C 3.9292 -3.6643 -2.5000
15 C 3.9371 -5.0480 -2.7134
16 C 2.9701 -5.8699 -2.1953
17 C 1.9439 -5.2944 -1.4072
18 C 0.9066 -6.0670 -0.8338
19 C -0.0401 -5.4718 -0.0541
20 C 0.0555 -4.0825 0.1625
21 N 0.9817 -3.3297 -0.3704
22 C 1.9213 -3.9000 -1.1653
23 H 2.6730 3.9423 -3.6748
24 H 1.0071 2.0705 -3.5991
25 H 4.9334 3.5613 -2.6954
26 H 6.5474 2.0034 -1.5895
27 H 7.0072 -0.2743 -0.7306
28 H 5.3051 -2.0324 -0.8070
29 H 4.6918 -3.0514 -2.9635
30 H 4.7287 -5.4735 -3.3230
31 H 2.9713 -6.9384 -2.3769
32 H 0.8762 -7.1331 -1.0341
33 H -0.8602 -6.0305 0.3796
34 H -0.6786 -3.5817 0.7865
35 C 3.3743 1.8404 1.3254
36 P 1.8059 0.8806 1.2461
37 C 0.7431 1.9779 2.3500
38 N 1.2303 2.3610 3.5001
39 C 0.4162 3.0278 4.3635
40 C 0.9088 3.4235 5.6277
41 C 0.0777 4.0410 6.5199
42 C -1.2740 4.2883 6.1866
43 C -1.7652 3.9217 4.9651
44 C -0.9196 3.2877 4.0263
45 N -1.3922 2.9867 2.7867
46 C -0.5934 2.3866 1.9423
47 P -1.1452 2.1385 0.1693
48 C -2.9533 2.3874 0.3519
49 C -0.5922 3.8369 -0.4618
50 C -1.2538 5.0219 0.2388
51 C 0.9242 3.9239 -0.2771
52 C -0.9203 3.8988 -1.9569
53 C 2.1801 -0.5696 2.3913
54 C 0.8395 -1.2355 2.7050
55 C 3.0197 -1.5248 1.5349
56 C 2.9385 -0.2856 3.6866
57 H 3.6017 2.1780 2.3369
58 H 3.3056 2.6982 0.6553
59 H 4.1783 1.2038 0.9487
60 H 1.9450 3.2104 5.8587
61 H 0.4506 4.3400 7.4917
62 H -1.9197 4.7757 6.9065
63 H -2.7923 4.1076 4.6773
64 H -3.2086 3.0697 1.1599
65 H -3.4177 1.4154 0.5181
66 H -3.3208 2.7573 -0.6045
67 H -1.0265 5.0535 1.3048
68 H -2.3387 5.0047 0.1239
69 H -0.8864 5.9503 -0.2134
70 H 1.1950 4.0194 0.7783
71 H 1.3104 4.8071 -0.7970
72 H 1.4313 3.0489 -0.6872
73 H -1.9970 3.9080 -2.1343
74 H -0.5218 3.0417 -2.4968
75 H -0.4980 4.8205 -2.3733
76 H 0.2761 -1.4488 1.7925
77 H 0.2270 -0.6104 3.3597
78 H 1.0118 -2.1895 3.2138
79 H 2.5118 -1.7823 0.6045
80 H 3.1967 -2.4465 2.1001
81 H 3.9925 -1.0939 1.2857
82 H 2.3956 0.3740 4.3577
83 H 3.9165 0.1570 3.4858
84 H 3.1100 -1.2402 4.1972
85 C -2.6919 -0.3912 2.7099
86 C -3.1990 -1.7082 2.1909
87 C -4.0161 -2.5228 3.0057
88 C -4.4683 -3.7137 2.5223
89 C -4.1233 -4.1217 1.2134
90 C -4.5188 -5.3457 0.6301
91 Br -5.6119 -6.5822 1.5980
92 C -4.1186 -5.6761 -0.6400
93 C -3.3290 -4.8089 -1.3812
94 Br -2.7757 -5.3477 -3.1154
95 C -2.8789 -3.5407 -0.9205
96 O -2.1648 -2.7641 -1.5774
97 C -3.3124 -3.2323 0.4591
98 N -2.8671 -2.0597 0.9724
99 H -2.2654 -0.4944 3.7103
100 H -3.4965 0.3467 2.7700
101 H -1.9273 -0.0087 2.0368
102 H -4.2684 -2.1981 4.0088
103 H -5.0871 -4.3602 3.1309
104 H -4.4159 -6.6222 -1.0730
105 Cl -6.3627 1.4436 -6.5647
106 C -5.1025 1.2993 -5.3467
107 C -5.4395 1.4098 -3.9883
108 C -4.4728 1.3165 -3.0276
109 C -3.0761 1.1200 -3.3421
110 O -2.1974 1.1113 -2.4445
111 C -2.7893 0.9556 -4.7474
112 C -1.4643 0.6362 -5.2467
113 O -0.4480 0.4187 -4.6156
114 C -3.8056 1.0637 -5.7090
115 H -6.4763 1.5606 -3.7107
116 H -4.7363 1.3785 -1.9788
117 H -1.4257 0.5817 -6.3608
118 H -3.5476 0.9468 -6.7567

Here are the Löwdin charges for atoms 1 to 8, given in e: 0.70, -0.07, -0.16, 0.11, -0.16, -0.19, -0.04, -0.11



- Number 7 is which compound?
  C2H7N3O3